# 1
The following is a DFT calculation (the ωB97M-V functional and the def2-TZVPD basis) of a structure of composition C27H41BiCl2N4O4 at a distorted geometry.

## Properties
DFT total energy = -73700.203 eV
max |F| = 0.0578 Eh/bohr
LUMO energy = 0.0037 Eh
molecular weight = 765.535 Da
HOMO level = -7.7 eV
total charge = 0
relative energy (zero: lowest compared OMol25 entry of this formula, charge and spin) = 0.000 eV
gap between HOMO and LUMO = 7.8 eV

Each line ends with the Mulliken charge.
Geometry (Å):
O 1.75669 1.01378 -1.11934  -0.88
C 1.46948 1.53771 -2.34378  0.63
C 1.42411 3.07054 -2.22656  -0.36
C 1.05437 3.75819 -1.06317  0.03
H 0.77354 3.21805 -0.15189  0.27
C 1.03175 5.15569 -1.06572  -0.73
H 0.75317 5.66947 -0.14460  0.40
C 1.37634 5.87369 -2.21756  -0.44
H 1.35812 6.96589 -2.20827  0.36
C 1.72836 5.17435 -3.37771  -0.68
H 2.00440 5.70982 -4.28243  0.38
C 1.74470 3.77967 -3.37982  -0.20
H 2.00924 3.19253 -4.26284  0.34
H 2.33400 1.30133 -3.00077  0.37
C 0.39388 -0.49973 -3.46717  -1.13
C 0.21850 0.93833 -3.07164  -0.05
H -0.23884 -0.72765 -4.33286  0.44
H 0.09600 -1.16177 -2.63241  0.04
H 1.45036 -0.69317 -3.73292  0.35
C -0.89639 1.66927 -3.24823  0.45
C -2.14638 1.19862 -3.92337  -1.65
H -0.93800 2.70464 -2.89243  0.33
H -2.36323 1.81920 -4.80752  0.41
H -2.97787 1.35645 -3.22379  0.33
H -2.13923 0.13635 -4.22432  0.33
Bi -0.21403 0.24547 -0.03705  2.37
Cl -1.38385 2.38332 1.02189  -0.54
Cl -2.32474 -0.47154 -1.50469  -0.54
C -2.50022 -1.33724 1.23525  -0.07
O -1.28625 -1.68164 1.10918  -0.85
N -3.34587 -1.98912 2.01464  0.31
C -2.89314 -3.23768 2.62010  -0.88
C -4.69250 -1.49144 2.26513  -0.91
H -2.93940 -0.44224 0.75188  0.34
H -1.82942 -3.31130 2.35208  0.20
H -3.45857 -4.09036 2.21108  0.32
H -3.02808 -3.17943 3.70916  0.32
H -4.78456 -0.47281 1.88578  0.30
H -4.90865 -1.47897 3.33173  0.31
H -5.47061 -2.09331 1.79084  0.32
H 1.87979 -5.07257 -0.93275  0.31
H 4.47178 -4.14272 -0.59667  0.33
C 1.88939 -4.28386 -1.70594  -0.96
C 4.16043 -3.31196 -1.23788  -0.91
N 2.71271 -3.15014 -1.26812  0.25
H 0.87414 -3.89503 -1.85498  0.25
C 2.13886 -2.04071 -0.78128  0.45
O 0.89269 -1.94662 -0.60670  -0.81
H 4.59862 -2.39475 -0.84540  0.29
H 2.83851 -1.20944 -0.56813  0.08
H 2.29213 -4.70142 -2.64354  0.35
H 4.58846 -3.50203 -2.22733  0.32
C 5.74110 0.41350 7.34347  -1.19
C 4.24227 0.45291 7.56086  -0.44
N 3.46138 -0.14023 6.49795  0.27
C 2.70002 -1.36937 6.84502  -0.69
C 1.68175 -1.21037 7.96760  -0.90
C 3.47716 0.43267 5.23985  0.40
O 4.40587 1.12566 4.83676  -0.65
C 2.19446 0.27930 4.49267  -0.23
C 1.03913 0.46700 5.24486  -0.12
C -0.18069 0.34232 4.61946  -1.75
C -0.17282 0.16862 3.23730  0.06
N 0.92510 0.06406 2.46625  0.03
C 2.12521 0.14329 3.08832  -0.76
H 6.09347 -0.61885 7.22365  0.28
H 6.24370 0.86506 8.20951  0.41
H 6.00079 0.98707 6.44771  0.29
H 3.96958 -0.07444 8.48208  0.21
H 3.95239 1.51174 7.66633  0.31
H 2.20415 -1.74540 5.94280  0.37
H 3.44978 -2.11961 7.14977  0.41
H 0.87348 -0.51692 7.71019  0.30
H 1.21689 -2.18936 8.14251  0.38
H 2.15225 -0.87802 8.89981  0.32
H 1.13439 0.70232 6.29568  1.02
H -1.12082 0.42570 5.14801  0.47
H -1.12095 0.17536 2.70524  0.42
H 3.03128 0.11266 2.46977  0.52

# 2
The following is a DFT calculation (the ωB97M-V functional and the def2-TZVPD basis) of a cluster of 2 separate species, C27H41BrF2N3O7 in total at a distorted geometry.

## Properties
DFT total energy = -122922.018 eV
max |F| = 0.1054 Eh/bohr
LUMO energy = -0.1900 Eh
molecular weight = 637.539 Da
HOMO level = -10.3 eV
total charge = +1
gap between HOMO and LUMO = 5.1 eV

Each line ends with the Mulliken charge.
Geometry (Å):
C -1.76904 -1.60825 3.94461  -0.55
C -2.65090 -2.17565 2.96039  -0.22
C -4.11579 -1.55876 2.84100  0.68
O -4.26615 -0.38371 3.29849  -0.53
O -5.22013 -2.30397 2.28479  -0.37
C -5.09633 -2.28014 0.82675  0.24
C -6.50207 -1.79814 0.15884  -0.73
C -6.65649 -0.20339 0.09251  -0.68
C -5.77934 0.52411 -1.04640  -0.39
C -5.07273 -0.45887 -2.09878  -0.37
C -4.15005 0.49233 -3.06512  -0.93
C -2.58270 0.32529 -2.80465  0.21
C -1.66563 0.21774 -4.09332  0.41
F -2.20097 0.27046 -5.40066  -0.28
C -0.13348 0.05812 -3.86482  0.01
C 0.80249 -0.07806 -5.18183  -1.00
C 0.87718 -1.68045 -5.46533  0.44
O 1.77915 -2.32383 -4.88320  -0.47
Br -0.45156 -2.54896 -6.64566  -0.08
C 0.45326 0.03280 -2.43344  0.34
C 2.05291 -0.08382 -2.17612  -0.35
C 2.62893 1.44319 -2.32219  -0.62
C 1.56933 2.56125 -1.88161  0.32
O 2.20176 3.85045 -1.52621  -0.40
C 1.32423 4.34825 -0.47755  0.66
C 1.63441 4.07242 1.06868  -0.45
O 0.27354 4.97167 -0.80385  -0.53
N -0.44534 0.11586 -1.29767  0.31
F 0.12852 0.04619 -0.07163  0.12
C -1.89980 0.26749 -1.41008  0.12
O -2.66946 0.32277 -0.20541  0.12
N -2.37021 1.41719 0.56817  0.23
O -2.06684 2.36292 -0.08327  -0.30
H -1.76598 -0.46919 4.10403  0.23
H -1.05311 -2.22279 4.58456  0.26
H -2.23696 -3.03203 2.32922  0.33
H -4.33495 -1.46728 0.56392  -0.35
H -4.72325 -3.26104 0.37451  0.25
H -7.32178 -2.17352 0.88763  0.42
H -6.63965 -2.34370 -0.83479  0.32
H -6.32547 0.21635 1.11616  0.25
H -7.75976 0.04452 -0.06041  0.32
H -5.01692 1.21203 -0.53933  -0.01
H -6.49292 1.19625 -1.66129  0.40
H -4.42164 -1.27641 -1.64010  0.16
H -5.81298 -0.97750 -2.82278  0.49
H -4.41166 0.31638 -4.16865  0.28
H -4.41398 1.58969 -2.84733  0.46
H 0.34524 0.45278 -6.08403  0.49
H 1.82844 0.37462 -4.96212  0.13
H 2.28352 -0.49171 -1.13009  0.00
H 2.48182 -0.75672 -2.99287  0.38
H 2.86609 1.60588 -3.44177  0.23
H 3.62164 1.55823 -1.76665  0.37
H 1.06018 2.20937 -0.89947  -0.14
H 0.79246 2.80514 -2.70066  0.16
H 0.93098 4.70887 1.71044  0.31
H 1.41393 2.95483 1.27749  -0.07
H 2.70477 4.36563 1.33128  0.32
C 2.45918 -0.05826 1.99940  -1.14
C 3.82550 -0.69362 1.76639  -0.52
N 4.91699 0.00202 2.43659  0.13
C 6.23978 -0.42303 1.98194  -0.64
C 6.65310 -1.86706 2.26038  -0.98
C 4.77868 0.18107 3.87944  -0.68
C 4.60753 -1.07164 4.73783  -0.99
H 2.46294 1.00011 1.72278  0.14
H 1.70740 -0.56233 1.38659  0.29
H 2.14103 -0.14571 3.04092  0.55
H 4.00660 -0.67062 0.68472  0.50
H 3.77887 -1.75152 2.05241  0.15
H 6.99841 0.24777 2.40157  0.40
H 6.29286 -0.25916 0.89919  0.34
H 6.91071 -2.01897 3.30841  0.23
H 7.54739 -2.10949 1.67679  0.40
H 5.87892 -2.58496 1.98013  0.26
H 3.91908 0.83531 4.06248  0.34
H 5.63315 0.75262 4.25751  0.38
H 3.89185 -1.77888 4.31258  0.26
H 4.23533 -0.78949 5.72697  0.37
H 5.55598 -1.58737 4.89264  0.27

# 3
The following is a DFT calculation (the ωB97M-V functional and the def2-TZVPD basis) of a structure of composition C27H41BrN2OS2SbSc at a distorted geometry.

## Properties
DFT total energy = -152645.151 eV
max |F| = 0.0542 Eh/bohr
LUMO energy = -0.0083 Eh
molecular weight = 720.392 Da
HOMO level = -8.2 eV
total charge = 0
relative energy (zero: lowest compared OMol25 entry of this formula, charge and spin) = 0.963 eV
gap between HOMO and LUMO = 7.9 eV

Each line ends with the Mulliken charge.
Geometry (Å):
Sc 1.76900 -0.55030 0.17009  -0.07
C 1.10130 6.97130 1.56859  -1.63
C 0.37230 6.46050 0.31829  2.00
C -1.03390 7.06440 0.30149  -2.10
C 1.11300 6.93390 -0.94061  -1.63
C 0.35460 4.93980 0.33419  -0.46
C 1.56580 4.25720 0.31049  -0.55
C 1.55170 2.88480 0.27169  -0.63
Br 3.22550 1.87060 0.23099  -0.22
C 0.39020 2.09450 0.26069  0.88
O 0.51510 0.78340 0.15419  -0.05
C -0.83780 2.78670 0.35709  -0.65
C -0.80670 4.17790 0.36749  0.50
C -2.20120 2.09830 0.43739  2.72
C -2.97930 2.64870 1.64449  -1.89
C -2.99030 2.39700 -0.84721  -1.86
C -2.12510 0.57730 0.60679  -2.43
H 1.09680 8.05930 1.58139  0.45
H 2.13470 6.63610 1.59229  0.32
H 0.60530 6.61280 2.46799  0.38
H -0.95980 8.14960 0.26869  0.45
H -1.58910 6.79610 1.19769  0.40
H -1.59000 6.74170 -0.57621  0.41
H 1.11230 8.02070 -0.98811  0.45
H 0.62390 6.54870 -1.83271  0.38
H 2.14580 6.59710 -0.94631  0.33
H 2.50670 4.78050 0.30939  0.41
H -1.75090 4.69430 0.40209  0.40
H -3.21300 3.70130 1.52339  0.41
H -2.40560 2.52750 2.56019  0.41
H -3.91980 2.11230 1.75309  0.45
H -3.14910 3.46540 -0.97221  0.39
H -3.96440 1.91400 -0.80121  0.46
H -2.46370 2.02300 -1.72401  0.36
H -1.52950 0.31030 1.48149  0.42
H -1.69290 0.10450 -0.27641  0.05
H -3.13140 0.18540 0.74779  0.68
S 3.40490 -1.75470 -1.21621  -0.45
C 4.04980 -2.28650 0.32609  1.07
S 3.14440 -1.85340 1.76019  -0.44
C 5.19680 -3.03200 0.39799  0.66
C 5.69650 -3.50500 1.62489  -0.24
N 6.11000 -3.91510 2.61419  -0.50
C 5.94720 -3.35550 -0.74661  -0.12
N 6.58810 -3.61840 -1.66231  -0.51
C -2.28930 -5.19580 0.54849  -1.29
C -1.67820 -3.97840 1.20619  0.13
C -2.73330 -2.93390 1.52039  -1.40
Sb -0.05210 -2.97250 0.05959  0.82
C 1.40960 -4.63960 -0.22821  0.97
C 1.05580 -5.66300 -1.29171  -1.44
C 1.66520 -5.28340 1.12659  -1.51
C -0.94640 -2.54540 -1.94751  0.56
C 0.18990 -1.99250 -2.79651  -1.03
C -1.69200 -3.67410 -2.63951  -1.43
H -3.00290 -5.65410 1.23259  0.51
H -1.53820 -5.94000 0.30269  0.21
H -2.82250 -4.92480 -0.35601  0.18
H -1.18290 -4.28260 2.13239  0.51
H -3.18880 -2.56950 0.60139  0.29
H -2.29800 -2.09290 2.06009  0.30
H -3.51770 -3.36670 2.13999  0.51
H 2.31330 -4.11250 -0.54771  -0.23
H 0.13270 -6.19210 -1.05771  0.22
H 1.86060 -6.39760 -1.35011  0.48
H 0.96970 -5.19310 -2.26961  0.32
H 0.78910 -5.83110 1.47549  0.30
H 1.94020 -4.53540 1.87329  0.34
H 2.49670 -5.98480 1.04829  0.46
H -1.65320 -1.73010 -1.75041  0.10
H 0.95780 -2.74570 -2.98131  0.23
H 0.67330 -1.13050 -2.29241  0.00
H -0.18140 -1.64960 -3.76211  0.51
H -1.12870 -4.60240 -2.63391  0.22
H -1.88460 -3.39850 -3.67661  0.48
H -2.65190 -3.84340 -2.15911  0.32

# 4
The following is a DFT calculation (the ωB97M-V functional and the def2-TZVPD basis) of a structure of composition C27H41ClO11PPd.

## Properties
DFT total energy = -76474.536 eV
max |F| = 0.0117 Eh/bohr
LUMO energy (alpha / beta) = 0.0909 / 0.0692 Eh
molecular weight = 714.461 Da
multiplicity = 3
HOMO level (alpha / beta) = -4.7 / -5.0 eV
total charge = -1
gap between HOMO and LUMO (alpha / beta) = 7.2 / 6.8 eV
<S²> = 2.01

Each line ends with the natural charge from an NBO analysis.
Geometry (Å):
Pd 0.34491 0.11572 0.03474  1.11
C -3.68467 -5.59751 -0.57513  -0.25
O -3.80212 -5.17358 0.76507  -0.50
C -3.02019 -4.12777 1.15676  0.34
C -3.16494 -3.74894 2.50722  -0.35
C -2.41336 -2.70771 2.96913  -0.12
C -1.49987 -1.99194 2.16458  -0.30
C -0.73006 -0.92143 2.76249  0.60
C -0.97536 -0.52437 4.19984  -0.71
O 0.14898 -0.28829 2.16740  -0.66
C -1.37450 -2.36038 0.78641  0.45
O -0.64440 -1.77727 -0.09265  -0.76
C -2.15618 -3.46341 0.32761  -0.38
H -4.35561 -6.44625 -0.68387  0.19
H -2.66181 -5.90759 -0.80454  0.18
H -3.98167 -4.80571 -1.26812  0.18
H -3.85644 -4.28758 3.13791  0.22
H -2.52442 -2.42158 4.00590  0.21
H -0.73306 -1.34264 4.87987  0.22
H -2.01941 -0.24662 4.34553  0.24
H -0.34751 0.33420 4.42056  0.24
H -2.03797 -3.71845 -0.71487  0.22
C -2.18314 -0.74174 -4.24506  -0.63
C -1.98228 -0.14191 -2.86935  -0.08
O -0.99437 0.90100 -2.93618  -0.83
P 0.42442 0.61062 -2.23288  1.82
O 0.98162 -0.48650 -3.26819  -0.85
C 1.79591 -1.61591 -2.87639  -0.06
C 3.08201 -1.60964 -3.66846  -0.63
O 1.15969 1.97529 -2.55055  -0.81
C 1.47876 2.42627 -3.87329  -0.06
C 0.63896 3.63949 -4.20517  -0.63
H -2.89072 -1.57124 -4.19283  0.20
H -1.23493 -1.11377 -4.63218  0.22
H -2.57400 0.00330 -4.93906  0.20
H -1.68010 -0.90517 -2.14471  0.20
H -2.89458 0.32312 -2.49448  0.20
H 1.19844 -2.50370 -3.09658  0.17
H 1.98482 -1.58548 -1.80510  0.22
H 2.87843 -1.68125 -4.73871  0.19
H 3.69660 -2.45790 -3.36689  0.22
H 3.64561 -0.70257 -3.46374  0.23
H 1.31416 1.61678 -4.58726  0.18
H 2.54360 2.66117 -3.85912  0.19
H -0.41782 3.37714 -4.20965  0.22
H 0.91387 4.02894 -5.18694  0.20
H 0.79538 4.42100 -3.46283  0.21
O 4.83770 -1.04147 -0.54015  -0.85
Cl 3.85980 -0.09288 -0.08441  2.55
O 4.36228 0.65371 1.03170  -0.84
O 3.49622 0.80164 -1.16282  -0.88
O 2.65590 -0.83165 0.31944  -0.90
C 1.57539 2.33171 1.34494  -0.62
C 0.53492 3.29579 1.90884  -0.22
C 0.40389 4.51442 0.98469  -0.60
C -0.85486 2.76214 2.20370  -0.07
C -1.42383 3.10913 3.42338  -0.21
C -2.73913 2.79907 3.73567  -0.27
C -3.51290 2.16285 2.77635  -0.23
C -2.99272 1.80230 1.53960  0.00
C -3.92878 1.22294 0.49707  -0.25
C -3.93647 2.06460 -0.78132  -0.61
C -3.64588 -0.24509 0.19152  -0.60
C -1.62955 2.05695 1.25249  0.30
O -1.12026 1.70384 0.08309  -0.82
H 2.56503 2.79077 1.36955  0.23
H 1.37149 2.08698 0.29890  0.20
H 1.65686 1.42757 1.95489  0.24
H 0.92896 3.64120 2.87163  0.19
H 0.00645 4.19568 0.01919  0.22
H 1.37748 4.98002 0.81752  0.20
H -0.27377 5.26005 1.40421  0.20
H -0.81347 3.64197 4.14544  0.19
H -3.15767 3.06589 4.69809  0.20
H -4.55838 1.95253 2.98147  0.19
H -4.93383 1.28126 0.93257  0.18
H -2.95340 2.05321 -1.25055  0.24
H -4.19481 3.10193 -0.55984  0.20
H -4.67441 1.67376 -1.48686  0.19
H -2.62283 -0.36931 -0.16277  0.22
H -4.32629 -0.61827 -0.57975  0.19
H -3.77493 -0.86358 1.08156  0.21

> Look up the max |F| of the fourth one.

0.0117 Eh/bohr